Record 1
Density functional theory data (the ωB97M-V functional and the def2-TZVPD basis) for an isolated molecule of C3H4FNO2 at a distorted geometry.

```
11
Properties=species:S:1:pos:R:3:forces:R:3
C 0.1488 1.0034 1.1197 1.06 0.85 2.26
F 0.8407 -0.9795 -2.7083 0.20 -0.02 -0.24
O -0.1198 1.2170 2.3024 -0.09 0.38 -0.42
C 0.8093 -0.2935 -1.5478 0.45 -0.28 -1.65
C -0.2000 -0.5012 -0.7782 -0.52 -0.73 0.90
H -1.3507 -0.3693 2.0081 -0.30 -0.08 -0.27
H 1.6114 0.3583 -1.4441 1.30 1.04 0.20
H -0.8194 -1.3204 -1.0901 -0.70 0.08 0.25
H 0.9516 1.5009 0.5799 0.04 0.26 -0.25
O -1.4629 -0.6250 1.0615 -0.68 -0.28 1.79
N -0.4090 0.0094 0.4971 -0.75 -1.21 -2.57
```
Positions in Å, forces in eV/Å.

Output
* max |F|: 0.057 Eh/bohr
* lowest unoccupied orbital energy: 0.81 eV
* net charge: 0
* DFT total energy: -421.71814 Ha
* SMILES: O=CN(O)/C=C/F
* orbital gap: 9.862 eV



Record 2
Density functional theory data (the ωB97M-V functional and the def2-TZVPD basis) for a structure of composition C8H6N2O5STi at a distorted geometry.

```
23
Properties=species:S:1:pos:R:3:forces:R:3
H 1.4904 2.5592 1.8068 0.03 -0.09 0.06
N 1.2030 0.4885 1.7180 -0.63 -1.49 -1.27
O 1.8019 -3.7628 -1.8633 -3.33 4.36 0.23
C 0.0036 0.0040 1.3665 0.44 2.48 1.68
Ti -0.2164 -1.1716 -1.6433 -0.21 -0.79 2.96
H -0.8063 2.8608 2.3380 0.04 -0.14 0.06
C -0.2208 -1.1752 -3.8462 -0.01 -0.13 -6.92
H 1.6350 1.7265 3.3658 0.00 -0.06 -0.15
C 1.0982 -2.8451 -1.8189 4.26 -5.49 -0.47
C 1.4379 0.1206 -1.7048 6.17 4.66 -0.93
O -2.2299 1.3922 -1.8028 3.42 -4.29 0.55
O 2.3515 0.8312 -1.8149 -4.59 -3.57 0.66
S -0.2927 -1.5620 0.7052 -0.04 -0.49 -1.38
C -1.8973 -2.4820 -1.8257 -5.35 -4.23 -0.41
C -0.4154 1.8867 2.6401 -0.23 0.85 0.85
H -0.6747 1.7167 3.6929 -0.13 -0.04 -0.28
N -0.9538 0.8331 1.8033 0.08 -1.69 -1.20
O -2.7987 -3.2043 -1.8660 4.17 3.36 0.19
O -0.2242 -1.2012 -5.0000 0.01 0.13 5.43
C 1.0863 1.7505 2.4225 0.60 1.03 0.32
H -1.9374 0.6196 1.6980 0.00 0.03 0.31
C -1.5119 0.4877 -1.7084 -4.63 5.66 -0.79
H 2.0718 0.1270 1.3370 -0.09 -0.07 0.48
```
Positions in Å, forces in eV/Å.

Output
* max |F|: 0.151 Eh/bohr
* lowest unoccupied orbital energy (alpha / beta): -15.05 / -14.80 eV
* multiplicity: 2
* net charge: +3
* DFT total energy: -2040.66281 Ha
* orbital gap (alpha / beta): 5.442 / 5.708 eV



Record 3
Density functional theory data (the ωB97M-V functional and the def2-TZVPD basis) for an isolated molecule of C26H40BrF13N4O4S at a distorted geometry.

```
89
Properties=species:S:1:pos:R:3:forces:R:3
H 4.4561 -2.7489 -1.9121 -2.45 0.64 -0.86
H 0.1983 3.6925 4.6972 -2.23 -0.05 -1.30
F -5.3201 -0.5767 -4.6923 3.31 1.51 0.21
H 0.4814 2.4658 0.7269 2.61 0.72 -0.32
H -1.3639 -0.3878 2.5728 2.02 0.20 0.97
F -4.5478 1.6239 -4.0624 1.37 -3.36 -1.25
C -0.8052 0.3547 -4.8670 2.13 -2.45 -2.48
H -3.1317 -1.3580 4.7477 0.84 -0.99 -0.78
C -2.9972 2.2831 3.0369 1.32 2.53 0.68
H 1.8475 3.2748 1.7407 -0.56 -1.14 -2.30
H 2.3601 3.4277 -1.4775 -1.02 0.62 1.83
C 1.6428 2.7401 0.6928 -0.06 0.41 1.39
N -1.2331 -2.0502 6.3137 -0.07 1.31 -1.15
C -3.6780 3.7376 2.5770 3.69 0.94 2.16
F -1.9233 0.8705 -2.6775 -0.01 0.52 -5.20
C -2.1386 0.9605 -4.1717 1.58 3.57 3.32
H 0.7813 -1.2204 4.8885 -1.36 -1.05 -1.86
H 0.0452 1.2390 -1.0208 2.29 -1.50 -0.64
H 2.8421 1.3466 -2.2413 -2.40 -0.50 -1.19
C -1.2267 -2.3284 4.8088 0.26 -1.31 0.61
N 3.8421 -6.0578 -4.1150 -0.43 0.49 0.76
C 3.3466 -2.5196 -2.2888 0.73 -0.34 1.38
H 0.2007 1.2316 4.9037 -1.91 -0.56 -1.11
H 3.1071 1.1499 1.7050 -1.54 0.41 -2.22
C 2.5157 -2.1195 -0.8962 0.66 -0.14 -0.84
H 4.9710 -4.8353 -2.5712 -1.93 -0.47 -1.01
C -0.8258 3.6870 4.1215 -3.28 0.24 -1.72
H -0.8870 6.1259 3.9741 -1.42 -2.41 -0.74
H 0.3167 -0.5008 -1.6761 1.25 2.05 0.89
H -0.6536 -1.1879 6.5304 -1.23 -1.51 -0.28
F -3.1016 -1.4240 -4.7599 -0.85 3.49 0.04
H 3.1220 -5.7298 -4.8011 0.92 -0.68 1.05
N -0.9691 -3.8452 4.6877 -1.08 1.32 -0.59
C -2.9286 5.1935 2.9180 2.21 -4.18 1.31
H -0.3071 -0.4390 0.6683 2.25 -0.12 0.78
O 2.9522 -0.8300 -0.3631 -2.41 -1.06 -0.94
C -0.4045 -0.2159 3.2198 0.00 -1.23 1.21
C 0.9102 0.4761 -1.3297 -0.81 -0.80 -0.08
C 1.8411 0.0626 -0.0019 -0.65 1.92 1.01
C 1.0527 2.0235 -3.6267 2.33 2.52 1.43
H 0.9320 -1.6834 1.3499 0.10 2.21 -0.84
F -3.8196 0.5434 -6.1572 0.73 -0.95 3.64
Br 3.1310 -3.5089 0.4665 -0.52 0.62 -0.62
F -3.8794 -0.2928 -2.8089 -0.14 0.43 -3.69
F 0.1635 2.5556 -5.9465 0.50 -3.98 3.09
F -0.9908 -0.1318 -6.2876 -0.09 1.69 4.70
S -3.7601 0.1255 -4.5035 -5.65 -1.41 1.54
H -4.0871 0.2824 3.6619 0.85 1.20 -1.98
C 2.8142 -3.9037 -2.9910 0.75 -0.96 -1.34
O 1.5360 -4.4148 -2.4725 0.21 0.24 -1.14
H -4.8784 1.2564 2.2525 2.28 -0.73 0.99
O 0.7978 0.1609 2.4098 -1.70 -0.35 -0.38
H -1.5941 -4.2911 5.3993 0.69 0.36 -1.03
H -3.3962 6.2400 2.6391 1.00 -2.54 0.56
H -2.2234 -1.9289 6.6536 1.60 0.02 -0.53
C -1.5585 2.2276 3.8202 -1.14 4.25 -1.03
F 1.5461 0.6263 -5.7154 -3.44 2.42 2.53
C -1.4686 5.1316 3.6885 -2.03 -3.42 -0.64
N -2.5863 -2.0689 4.1990 -0.18 -0.30 0.80
C -0.7911 0.8887 4.3718 -0.19 1.05 -0.23
C 2.5834 1.4030 0.6712 0.90 0.03 -1.57
C 0.4617 1.4078 -5.0107 1.34 1.10 -2.45
H 1.3623 -2.2785 -0.9837 2.28 0.49 0.16
H 1.1035 -5.0345 -3.1361 1.17 1.29 1.10
F -0.2947 -0.8663 -4.1362 -1.95 4.13 -2.04
H 0.9053 5.4123 -1.2879 0.01 -1.44 1.27
C -3.8287 0.9102 2.7033 -0.80 1.31 -0.56
H 1.9774 -0.0302 -3.2792 -0.24 2.36 1.36
F -2.3501 2.4346 -4.4290 1.48 -5.32 0.35
O 0.7680 4.7152 -0.5782 1.53 -0.24 -1.14
H 2.8431 4.6033 -0.0861 -1.55 -1.90 -0.60
C 1.9868 3.8594 -0.4565 0.28 0.90 0.62
C 3.8924 -5.1675 -2.8805 -1.09 -0.42 1.36
C 0.7972 -0.5318 1.1126 -1.60 -1.20 -0.08
H 3.6979 -7.0549 -3.8311 -0.09 1.52 -0.62
H 0.5428 -2.4016 3.3705 -0.93 1.71 1.28
H -1.2600 -4.1224 3.7037 0.36 0.24 1.71
H 3.4824 -5.8400 -1.9836 0.96 1.77 -1.63
C 1.7915 0.9496 -2.6231 -0.19 -0.93 -0.01
C 0.0297 -1.5992 4.0500 -0.60 0.87 0.36
H 2.6600 -3.6906 -4.1421 0.46 -0.24 2.14
H 3.4525 -1.6151 -3.0330 -0.64 -1.82 1.45
H -3.3142 0.2865 1.8479 -0.91 1.09 2.00
H -1.4827 0.4388 5.2328 1.49 0.61 -2.12
H -3.1341 -2.9717 4.1876 0.87 1.52 0.17
H 3.4849 1.6398 -0.0748 -1.77 -0.56 1.56
H -4.7151 3.8303 2.0323 2.29 -0.60 1.21
F 2.1722 2.9487 -4.0607 -3.20 -2.41 0.76
F 0.1076 2.9594 -2.9081 2.47 -3.23 -2.62
```
Positions in Å, forces in eV/Å.

Output
* max |F|: 0.117 Eh/bohr
* lowest unoccupied orbital energy: -2.78 eV
* net charge: 0
* DFT total energy: -5804.28138 Ha
* SMILES: Cc1ccccc1C[C@H](CC(N)(N)N)OC[C@](CCCO)(CCC(F)(F)C(F)(F)C(F)(F)C(F)(F)S(F)(F)(F)(F)F)O[C@H](Br)C[C@H](O)CN
* orbital gap: 5.523 eV



The lowest DFT total energy belongs to which entry? C26H40BrF13N4O4S